1.
39
Properties=species:S:1:pos:R:3 method="wB97M-V/def2-TZVPD" spin_multiplicity=2 lumo_energy_ev="-6.5 / -11.4" orbital_gap_ev="8.67 / 3.82" total_charge=+2 e_homo_ev="-15.20 / -15.19"
Rb -10.3302 -9.6811 -1.7619
Rb -9.4034 -5.9411 -3.1926
F -11.9380 -7.4733 -2.8248
C -16.1466 -8.8256 -1.5577
C -15.3756 -7.5247 -1.6622
C -16.0514 -6.3497 -1.0488
O -14.0567 -7.5201 -1.1600
H -15.6650 -9.6784 -2.0362
H -17.0614 -8.8000 -2.1498
H -16.4404 -8.9485 -0.5152
H -15.4254 -7.2531 -2.7166
H -15.3062 -5.5564 -0.9904
H -16.4609 -6.5990 -0.0699
H -16.9147 -6.0750 -1.6549
H -13.4647 -7.5709 -1.9140
C -14.0961 -4.0162 -4.1154
C -14.2611 -5.1913 -5.0874
C -14.6217 -4.5051 -6.4600
O -13.1005 -6.0126 -5.2142
H -13.9058 -4.3773 -3.1047
H -14.9512 -3.3517 -3.9916
H -13.4093 -3.2796 -4.5324
H -15.0707 -5.8753 -4.8328
H -14.9658 -5.1755 -7.2476
H -13.8006 -3.8967 -6.8392
H -15.4648 -3.8145 -6.4401
H -12.7978 -6.3857 -4.3831
C -14.3497 -9.5265 -4.6628
C -13.0404 -9.9744 -5.2182
C -12.3054 -9.2559 -6.3404
O -12.0526 -10.0478 -4.1617
H -15.1392 -9.5741 -5.4129
H -14.1884 -8.5920 -4.1254
H -14.6938 -10.2892 -3.9643
H -13.1099 -11.0324 -5.4711
H -12.8392 -9.2928 -7.2900
H -11.3046 -9.6164 -6.5782
H -12.3007 -8.2065 -6.0459
H -12.0275 -9.1725 -3.7681

2.
51
Properties=species:S:1:pos:R:3 method="wB97M-V/def2-TZVPD" lumo_energy_ev=0.4 orbital_gap_ev=9.01 total_charge=0 smiles="C[C@]1(P(O)I)COS(=O)(=O)O1.COP(=O)(OC)OC.COP(=O)(OC)OC" e_homo_ev=-8.62
C -2.2562 1.7057 0.5286
C -2.5547 2.8579 -0.4028
P -2.6680 2.2864 -2.2565
O -4.1840 2.6737 -2.6504
I -2.8814 -0.1794 -2.1371
C -1.4199 3.9033 -0.2408
O -2.0275 5.2097 -0.1017
S -3.5736 5.1177 -0.3883
O -4.3397 5.8870 0.5125
O -3.7617 5.2654 -1.7883
O -3.7241 3.5844 0.0522
H -1.3844 1.1701 0.1571
H -3.0846 1.0051 0.5917
H -2.0403 2.0723 1.5329
H -4.7335 2.9676 -1.9134
H -0.7270 3.9284 -1.0792
H -0.8571 3.7207 0.6693
C 5.0265 2.9592 2.4183
O 3.7691 3.1789 1.7651
P 2.8937 1.9433 1.2868
O 1.6714 2.3941 0.6289
O 2.7263 1.0152 2.5559
C 1.9603 1.5275 3.6572
O 3.8538 1.0188 0.4425
C 4.0163 1.3245 -0.9547
H 5.0697 3.6154 3.2847
H 5.1380 1.9246 2.7413
H 5.8321 3.2122 1.7315
H 1.3395 2.3702 3.3535
H 2.6382 1.8391 4.4508
H 1.3235 0.7237 4.0161
H 5.0286 1.0392 -1.2272
H 3.8703 2.3862 -1.1505
H 3.2991 0.7484 -1.5348
C 0.7607 -5.6338 0.0572
O 0.2476 -4.4946 -0.6435
P -1.1075 -4.6120 -1.4679
O -1.4379 -3.3495 -2.1170
O -2.1733 -5.2019 -0.4595
C -2.5709 -4.3673 0.6398
O -0.9410 -5.8760 -2.4017
C -0.2906 -5.6815 -3.6693
H 1.0630 -5.3059 1.0495
H 0.0139 -6.4220 0.1488
H 1.6280 -6.0191 -0.4764
H -2.3159 -3.3229 0.4590
H -2.0810 -4.7153 1.5486
H -3.6482 -4.4583 0.7474
H 0.2370 -6.6027 -3.9019
H 0.4167 -4.8536 -3.6326
H -1.0394 -5.4803 -4.4319

3.
41
Properties=species:S:1:pos:R:3 method="wB97M-V/def2-TZVPD" lumo_energy_ev=-9.0 orbital_gap_ev=5.63 total_charge=+2 e_homo_ev=-14.67 de_lowest_kj_mol=182.73
Ru -0.5648 -0.0986 0.8193
C 1.2886 0.1102 -5.0867
Se 1.0588 0.5731 -3.2122
C 2.6105 -0.3709 -2.4855
C 2.3286 -1.1803 -1.2361
Se 1.8586 -0.1767 0.4043
C 2.3159 1.6507 -0.0762
H 2.2292 0.5233 -5.4378
H 0.4665 0.5805 -5.6201
H 1.2530 -0.9666 -5.2188
H 3.4242 0.3335 -2.3266
H 2.9415 -1.0726 -3.2521
H 3.2233 -1.7148 -0.9131
H 1.5392 -1.9174 -1.3803
H 3.3713 1.6581 -0.3370
H 2.1635 2.2535 0.8164
H 1.6864 2.0037 -0.8867
N -1.1219 -0.8149 -1.1427
N -2.0709 0.1752 -1.5401
C -1.6592 1.4986 -1.2380
O -2.0484 2.4385 -1.8539
O -0.8480 1.5678 -0.1800
H -0.3661 -0.8475 -1.8468
H -1.5978 -1.7153 -1.1193
H -2.3743 0.0890 -2.5046
C -1.3460 0.2082 4.7206
Si -1.4731 -0.4441 3.0096
C -0.6204 -2.0206 2.4986
C -2.9651 -0.1104 1.9464
C 0.0278 1.0629 2.1976
H -2.0584 -0.3523 5.3356
H -1.6228 1.2619 4.7729
H -0.3525 0.0629 5.1445
H -1.3206 -2.8576 2.4704
H 0.2349 -2.2690 3.1264
H -0.1906 -2.0244 1.4510
H -3.6823 -0.9295 2.0497
H -2.8063 -0.0359 0.8451
H -3.4447 0.8303 2.2208
H 0.9095 0.9669 2.8385
H -0.3966 2.0705 2.2269

4.
45
Properties=species:S:1:pos:R:3 method="wB97M-V/def2-TZVPD" lumo_energy_ev=-4.4 orbital_gap_ev=5.46 total_charge=+1 e_homo_ev=-9.85
N 2.7203 -0.8861 -2.3719
C 1.8138 -1.8750 -2.4549
N 0.6571 -1.9517 -1.7198
C 0.1624 -3.1267 -2.1601
N 0.8998 -3.7120 -3.0849
N 1.9720 -2.9280 -3.2786
C 3.0269 -3.2624 -4.2415
O 3.2946 -4.6451 -4.2913
N 4.4732 -4.9874 -3.5440
O 4.1791 -5.1080 -2.4322
H 3.6871 -1.1769 -2.2970
H 2.4629 0.0904 -2.3155
H -0.7723 -3.5122 -1.7460
H 0.7447 -4.5950 -3.5623
H 3.9573 -2.6977 -4.0643
H 2.6501 -2.9871 -5.2472
O -0.5721 2.8767 -0.1609
P -1.3005 2.3206 1.0501
N 0.0705 2.2815 2.0812
C 0.6423 1.1404 2.7605
C 0.6923 3.5580 2.4158
N -1.6105 0.7704 0.3569
C -1.2918 -0.5078 0.9618
C -1.5108 0.6578 -1.0905
N -2.3664 1.8640 2.3749
C -3.7885 1.8859 1.9325
C -2.3220 2.6918 3.5951
H -0.1031 0.5617 3.3161
H 1.3841 1.4357 3.5043
H 1.1569 0.4748 2.0588
H 0.1151 4.0986 3.1776
H 0.7626 4.2045 1.5376
H 1.7084 3.4377 2.7922
H -0.2394 -0.7772 0.8169
H -1.8986 -1.3026 0.5114
H -1.5281 -0.5412 2.0235
H -0.4657 0.5966 -1.4207
H -1.9810 1.5069 -1.5819
H -2.0346 -0.2311 -1.4570
H -4.1060 2.8979 1.6637
H -4.4423 1.5135 2.7225
H -3.9500 1.2456 1.0675
H -2.4593 3.7534 3.3738
H -1.3871 2.5652 4.1377
H -3.1034 2.3818 4.2900

5.
40
Properties=species:S:1:pos:R:3 method="wB97M-V/def2-TZVPD" spin_multiplicity=3 lumo_energy_ev="-2.5 / -5.8" orbital_gap_ev="10.18 / 6.79" total_charge=+1 e_homo_ev="-12.67 / -12.61"
Pt -0.1847 0.6019 -0.1663
C 0.5386 -0.0530 2.9590
O -0.7341 -0.0968 2.3153
C -1.3560 -1.3723 2.3469
C -0.9785 -2.2737 1.1708
O -1.4099 -1.6519 -0.0300
C -1.1862 -2.4703 -1.1655
H 0.4432 -0.3929 3.9942
H 0.8656 0.9858 2.9347
H 1.2703 -0.6677 2.4328
H -2.4338 -1.1889 2.3039
H -1.1093 -1.8793 3.2865
H -1.4882 -3.2390 1.2886
H 0.1048 -2.4426 1.1303
H -1.8048 -3.3712 -1.0982
H -0.1343 -2.7597 -1.2309
H -1.4749 -1.8914 -2.0404
C -3.5464 3.4973 -0.0617
C -2.6032 2.4277 0.3931
N -2.7113 1.9768 1.6348
O -1.7302 2.0157 -0.3921
H -4.4371 3.5579 0.5538
H -3.8197 3.3176 -1.0971
H -3.0273 4.4551 -0.0194
H -3.4414 2.2938 2.2515
H -2.0320 1.2975 1.9749
C 1.7903 1.4596 -2.2112
Si 2.4616 -0.1280 -1.3410
C 4.3258 0.0062 -0.9422
C 2.3212 -1.5552 -2.6416
O 1.5383 -0.4374 -0.0784
H 2.1985 1.5583 -3.2101
H 2.0639 2.3504 -1.6553
H 0.7002 1.4434 -2.3126
H 4.8985 0.0415 -1.8630
H 4.6684 -0.8451 -0.3655
H 4.5428 0.9040 -0.3748
H 3.0773 -1.4005 -3.3997
H 1.3449 -1.5594 -3.1090
H 2.4887 -2.5127 -2.1650

6.
36
Properties=species:S:1:pos:R:3 method="wB97M-V/def2-TZVPD" lumo_energy_ev=0.7 orbital_gap_ev=10.79 total_charge=0 smiles=CC(C)O.CC(C)O.CC(C)O e_homo_ev=-10.06 de_lowest_kj_mol=173.57
C 0.1805 -0.5839 -1.7142
C 0.1325 -0.5959 -0.2191
C 1.1366 -1.5914 0.4448
O 0.1618 0.6887 0.2760
H 1.1794 -0.1963 -1.9146
H -0.5195 0.0859 -2.2138
H -0.0368 -1.5013 -2.2612
H -0.8773 -0.9414 0.0024
H 0.9842 -1.6702 1.5212
H 2.1805 -1.4362 0.1724
H 1.0995 -2.5944 0.0198
H -0.4449 0.8433 1.0037
C -6.3291 0.4669 2.2532
C -4.7595 0.4081 2.1743
C -4.3627 0.2481 0.7056
O -4.4283 1.6575 2.7689
H -6.8236 -0.4101 1.8356
H -6.6813 1.3328 1.6925
H -6.6516 0.4507 3.2943
H -4.3825 -0.4834 2.6753
H -3.7182 1.0654 0.3820
H -5.1447 0.2510 -0.0537
H -3.7891 -0.6493 0.4735
H -4.6996 2.4540 2.3068
C 3.9115 1.1525 -0.6798
C 4.4151 -0.1090 -1.3137
C 5.7196 0.0960 -2.1543
O 4.7526 -1.0273 -0.2566
H 2.8354 1.0542 -0.5369
H 3.8538 1.9812 -1.3856
H 4.3000 1.5098 0.2739
H 3.5977 -0.5802 -1.8596
H 6.3862 0.6797 -1.5195
H 5.5582 0.6237 -3.0943
H 6.1560 -0.8672 -2.4189
H 5.1076 -1.8121 -0.6803

| no. | total energy (eV) |
| --- | --- |
| 1 | -19876.635 |
| 2 | -83146.830 |
| 3 | -157932.105 |
| 4 | -37062.289 |
| 5 | -30520.059 |
| 6 | -15863.042 |